1.
{"formula": "C15H24FO10P", "method": "ωB97M-V/def2-TZVPD", "elements": ["C", "C", "F", "C", "C", "P", "C", "O", "C", "O", "O", "C", "O", "H", "H", "H", "H", "H", "H", "H", "H", "C", "C", "O", "C", "O", "O", "C", "H", "H", "H", "H", "H", "H", "H", "H", "C", "C", "O", "C", "O", "O", "C", "H", "H", "H", "H", "H", "H", "H", "H"], "positions_angstrom": [[4.666, -4.269, 0.674], [3.857, -3.180, -0.125], [3.051, -3.711, -1.176], [3.106, -2.072, 0.677], [1.711, -1.800, 0.611], [0.284, -2.701, -0.155], [-0.355, -3.848, 1.220], [-1.024, -1.648, -0.335], [1.670, -0.374, 1.243], [1.194, 0.504, 0.538], [2.632, -0.088, 2.225], [3.560, -1.103, 1.787], [4.341, -1.455, 2.649], [3.965, -4.938, 1.248], [5.259, -4.844, -0.111], [5.440, -3.747, 1.309], [4.651, -2.607, -0.679], [-0.641, -4.876, 0.845], [0.416, -4.008, 2.044], [-1.262, -3.445, 1.754], [-0.883, -1.215, -1.197], [-1.458, 2.128, -5.687], [-0.083, 2.772, -5.688], [0.183, 3.438, -4.449], [0.467, 2.640, -3.411], [0.522, 1.436, -3.434], [0.656, 3.411, -2.335], [0.863, 2.673, -1.128], [-2.226, 2.868, -5.448], [-1.680, 1.693, -6.663], [-1.530, 1.340, -4.936], [-0.045, 3.535, -6.466], [0.701, 2.044, -5.908], [1.683, 1.964, -1.233], [-0.056, 2.158, -0.845], [1.118, 3.382, -0.342], [-1.042, 0.781, 4.073], [-1.504, 0.099, 2.798], [-2.933, 0.077, 2.707], [-3.510, 1.242, 2.391], [-2.942, 2.282, 2.176], [-4.837, 1.059, 2.379], [-5.581, 2.256, 2.159], [-1.500, 0.310, 4.946], [0.045, 0.721, 4.169], [-1.329, 1.833, 4.090], [-1.175, -0.943, 2.809], [-1.071, 0.567, 1.911], [-5.261, 2.759, 1.246], [-5.481, 2.920, 3.019], [-6.630, 1.980, 2.054]], "total_energy_ha": -1779.531904, "fmax_ev_per_a": 5.2, "spin_multiplicity": 1}

2.
{"formula": "C15H24N3OS", "method": "ωB97M-V/def2-TZVPD", "elements": ["C", "H", "H", "H", "C", "N", "C", "H", "C", "H", "H", "O", "C", "C", "C", "C", "N", "C", "S", "N", "H", "C", "H", "H", "H", "C", "H", "H", "H", "C", "C", "H", "H", "H", "H", "C", "C", "H", "H", "H", "H", "H", "H", "H"], "positions_angstrom": [[0.644, -5.064, 1.735], [0.581, -6.181, 1.288], [-0.088, -5.014, 2.320], [1.551, -4.893, 2.126], [0.291, -4.014, 0.372], [-0.900, -4.067, -0.041], [-1.421, -2.849, -0.527], [-1.334, -2.101, -0.077], [-0.496, -2.343, -2.032], [-0.306, -3.279, -2.600], [-0.909, -1.645, -2.513], [0.825, -1.735, -1.683], [0.625, -0.633, -1.120], [-0.156, 0.219, -0.823], [-0.005, 1.505, -0.403], [1.315, 1.918, 0.257], [1.251, 3.071, 0.727], [0.219, 3.702, 0.781], [-1.013, 2.661, -0.031], [0.172, 5.023, 1.341], [1.051, 5.335, 1.428], [-0.241, 6.054, 0.355], [-1.239, 5.664, -0.086], [-0.322, 7.007, 0.782], [0.452, 5.969, -0.915], [-0.745, 4.943, 2.398], [-0.981, 6.026, 2.865], [-0.223, 4.291, 3.112], [-1.784, 4.785, 2.260], [2.351, 0.923, 0.003], [2.226, -0.265, -0.695], [2.876, -0.921, -0.910], [3.418, 1.212, 0.245], [-1.381, 0.030, -1.138], [-2.407, -3.073, -1.034], [-0.888, -5.405, -0.834], [-2.295, -6.095, -0.408], [-2.027, -6.372, 1.063], [-3.124, -5.455, -0.256], [-2.325, -6.910, -0.694], [-0.271, -6.086, -0.653], [-1.193, -5.031, -1.653], [0.557, -2.907, 0.945], [1.162, -4.122, -0.178]], "fmax_ev_per_a": 17.5, "de_lowest_kcal_mol": 439.7, "spin_multiplicity": 1, "charge": 1}